Record 1
The following is a quantum chemistry calculation of a structure of composition C18H27AlO10 at a distorted geometry, from the OMol25 dataset.

Structure (XYZ):
```
56
Properties=species:S:1:pos:R:3:forces:R:3
Al 1.490306 0.091269 -1.300024 -0.08 -0.11 -0.01
C 0.627246 5.969709 1.860286 1.02 -1.02 -0.44
C 0.914516 4.533499 1.327116 -0.59 4.75 2.56
O -0.008304 3.911829 0.819256 0.09 -2.06 -0.96
O 1.995346 3.929149 1.527286 -0.56 -0.94 -0.79
H 0.092136 6.628349 1.176206 -0.19 -0.38 -0.22
H 1.592566 6.449829 2.020686 0.42 0.04 -0.03
H 0.145576 5.972349 2.838076 -0.20 -0.44 -0.13
O 0.019126 -0.366261 3.487906 0.17 0.65 3.97
C -0.007844 -0.202141 4.732346 -1.79 -1.57 -3.77
O -1.145784 -0.573431 5.449406 0.99 -0.05 -2.54
C -0.862864 -0.375131 6.772066 0.12 0.51 3.74
C 0.135576 0.738909 6.813356 -0.01 0.27 2.32
C 0.987436 0.435219 5.644706 0.73 1.06 -0.78
H -0.513844 -1.241531 7.333886 0.48 -0.65 -0.79
H -1.645354 -0.072421 7.467896 -1.12 0.03 -1.02
H 0.657936 0.667959 7.767406 0.28 0.15 -0.06
H -0.389784 1.692699 6.862186 0.20 0.13 -0.68
H 1.834716 -0.183161 5.941056 -0.16 -0.38 -0.40
H 1.379616 1.319109 5.141686 0.15 -0.11 -0.07
O -0.678214 -2.679331 -4.865634 -0.36 -0.93 -0.71
C -1.304994 -3.229281 -5.764804 1.43 -0.52 3.32
O -1.942974 -2.521181 -6.624544 -1.37 0.63 -1.65
C -2.659684 -3.396051 -7.509334 -1.13 -0.49 -1.03
C -1.954044 -4.744541 -7.444884 0.26 0.35 -0.65
C -1.480814 -4.735851 -6.028034 1.14 0.12 0.83
H -2.709994 -2.911561 -8.484444 0.27 -0.15 0.06
H -3.690264 -3.570801 -7.200364 -0.10 0.59 0.49
H -1.124134 -4.685301 -8.149044 0.03 -0.56 -0.01
H -2.604304 -5.606161 -7.596144 0.06 0.26 -0.55
H -0.535894 -5.235121 -5.813664 0.12 0.10 -0.30
H -2.174614 -5.267041 -5.376454 -0.30 0.66 0.30
O -2.581014 1.650359 -3.878864 0.20 -0.56 0.54
C -3.681394 1.749779 -4.357844 -0.09 -1.17 1.07
O -3.954934 2.733139 -5.147674 -0.11 1.46 -1.14
C -5.293464 2.680089 -5.656844 -0.51 -1.01 -0.23
C -5.696054 1.203229 -5.409734 -0.11 0.65 0.27
C -4.955704 0.858029 -4.134574 1.00 0.58 0.06
H -5.284994 2.962629 -6.709554 0.16 -0.04 0.13
H -5.907044 3.393169 -5.106274 0.00 -0.09 0.08
H -5.234934 0.523279 -6.126074 -0.59 0.30 -0.63
H -6.779064 1.116179 -5.322524 0.11 -0.32 -0.24
H -4.724324 -0.203241 -4.043604 0.15 0.23 0.13
H -5.406324 1.225069 -3.212444 -0.13 -0.02 0.04
O 4.585966 -0.592731 2.667436 0.59 -0.47 1.01
C 5.352716 -0.851481 3.584826 -0.70 0.55 -1.51
O 5.594756 -2.095851 4.002856 -0.53 0.08 0.17
C 6.539916 -2.076631 5.098736 0.90 -0.39 -0.32
C 6.588426 -0.677951 5.541186 0.19 2.48 1.19
C 6.225516 0.160429 4.299916 0.27 -0.98 0.62
H 7.523146 -2.312621 4.691716 -0.12 -0.56 -0.11
H 6.291266 -2.743631 5.924186 -0.34 -0.29 -0.56
H 7.560376 -0.394641 5.945056 0.13 -0.12 -0.14
H 5.908906 -0.460711 6.365306 -0.34 -0.12 -0.12
H 7.111646 0.273329 3.675326 0.01 0.17 -0.17
H 5.778206 1.137219 4.484036 -0.09 -0.30 -0.12
```
Positions in Å, forces in eV/Å.

Properties
HOMO-LUMO gap   1.593 eV
Maximum force   5.43 eV Å⁻¹
Energy above the lowest of the compared OMol25 structures with the same formula, charge and spin   94.84 kcal per mole
Multiplicity   1
Net charge   +2
E_HOMO   -13.92 eV



Record 2
The following is a quantum chemistry calculation of a structure of composition C18H27Br4N3O5Sr at a distorted geometry, from the OMol25 dataset.

Structure (XYZ):
```
58
Properties=species:S:1:pos:R:3:forces:R:3
N 6.575430 -13.460640 -12.456940 0.96 -1.83 -0.28
H 6.112710 -14.036270 -13.145880 -0.34 -0.14 -0.75
H 5.883630 -12.878960 -12.006200 0.29 0.72 0.34
H 7.457840 -13.138370 -12.827890 -0.13 1.81 -1.00
H 7.048680 -14.134100 -11.871640 -0.80 -0.75 1.44
Sr 11.522770 -11.566160 -9.316350 0.44 -0.60 -0.66
C 13.123040 -15.769040 -13.386870 -1.36 -1.49 1.09
C 12.594660 -14.392360 -13.687320 0.14 0.18 0.57
O 11.492190 -13.913230 -12.964020 0.71 -0.16 0.01
H 13.593890 -16.313380 -14.205470 0.50 0.58 -0.04
H 12.291290 -16.430600 -13.144760 -0.36 -0.07 0.03
H 13.701440 -15.778630 -12.463040 0.46 -0.03 -0.21
H 12.458810 -14.331720 -14.767120 -0.50 0.50 -0.32
H 13.500930 -13.821200 -13.485920 0.06 1.16 -0.18
Br 17.468340 -20.654800 -14.976380 -0.33 -0.22 0.22
C 18.510760 -19.283760 -14.052260 -0.90 0.13 0.22
C 19.608710 -19.998840 -13.287470 0.66 0.25 -0.43
Br 21.087930 -18.726250 -12.746390 -1.02 -0.87 -0.37
H 17.854080 -18.757330 -13.359630 -0.11 -0.20 -0.02
H 18.643210 -18.601600 -14.892030 1.23 -0.09 0.43
H 20.001590 -20.824040 -13.881420 0.57 0.48 -0.10
H 19.245070 -20.486860 -12.383210 -0.12 0.52 0.06
Br 17.384050 -12.018350 -17.899290 -0.78 0.64 1.23
C 17.061960 -11.410030 -16.018440 2.09 -0.98 1.19
C 17.662970 -12.478210 -15.064530 -0.97 -1.18 -0.38
Br 19.565820 -12.638580 -15.243690 0.35 0.12 0.11
H 16.061830 -11.140830 -15.678800 -0.15 -0.19 -0.87
H 17.767780 -10.607900 -15.802770 -0.49 0.61 -0.77
H 17.293140 -13.485190 -15.257740 -0.08 0.06 -0.46
H 17.441620 -12.391050 -14.000810 0.03 0.90 -0.06
C 19.816720 -16.036820 -8.043160 -1.46 -0.88 0.73
C 19.262370 -17.350410 -7.657740 0.37 4.06 -0.25
C 17.884810 -17.366670 -7.436520 -0.23 0.08 -1.41
C 17.033410 -16.252010 -7.742710 2.13 0.17 0.94
C 17.598660 -15.022140 -8.172850 0.05 -0.80 0.79
C 18.978390 -14.934030 -8.291680 0.40 -1.73 -0.13
N 15.593300 -16.382980 -7.482320 0.96 -1.58 -1.22
O 14.936670 -15.641730 -8.216420 -0.99 -0.29 1.29
O 15.208470 -17.325660 -6.776750 -0.02 2.25 -1.04
H 20.854230 -15.736860 -8.043890 0.37 -0.92 -0.19
H 19.926100 -18.168690 -7.420510 -0.21 -0.13 -0.14
H 17.459690 -18.342440 -7.253400 -0.40 0.17 0.49
H 17.138570 -14.050030 -8.271450 -0.98 -0.44 -0.13
H 19.432720 -14.020560 -8.646020 -0.02 0.16 0.25
C 12.191500 -17.480250 -19.376360 0.41 0.05 -0.24
C 12.845070 -18.294280 -20.294060 -0.59 -2.04 -0.74
C 12.263330 -19.526370 -20.726620 -2.12 0.80 2.23
C 11.004200 -19.925900 -20.090820 1.62 1.31 -0.73
C 10.381600 -19.105550 -19.107370 1.55 -1.03 -1.95
C 11.000350 -17.884130 -18.838880 -1.64 -1.13 1.01
N 10.289560 -21.149440 -20.579650 -0.91 0.90 0.81
O 10.855250 -21.974080 -21.234260 1.04 -0.30 -0.48
O 9.105750 -21.209520 -20.286150 0.10 0.09 0.17
H 12.566780 -16.528950 -19.029100 0.39 0.02 -0.26
H 13.823430 -18.135600 -20.723040 0.01 0.70 0.13
H 12.753690 -20.118900 -21.484820 -0.19 -0.18 0.09
H 9.479830 -19.448160 -18.621710 -0.03 0.16 -0.10
H 10.451330 -17.336280 -18.087320 0.37 0.66 0.04
```
Positions in Å, forces in eV/Å.

Properties
HOMO-LUMO gap   3.371 eV
Maximum force   4.08 eV Å⁻¹
Energy above the lowest of the compared OMol25 structures with the same formula, charge and spin   208.78 kcal per mole
Multiplicity   1
Net charge   +2
E_HOMO   -12.41 eV



Record 3
The following is a quantum chemistry calculation of a structure of composition C18H27BrF6IrN5O6S4Si at a distorted geometry, from the OMol25 dataset.

Structure (XYZ):
```
69
Properties=species:S:1:pos:R:3:forces:R:3
Ir -0.118422 0.307610 -0.415564 0.79 2.74 -0.13
C -2.020022 -2.594690 3.988536 -0.02 -0.06 0.04
C -2.243622 -1.176590 3.643036 -0.08 0.14 0.11
N -3.025022 -0.332290 4.236636 -0.26 -0.67 0.66
N -2.900822 0.830910 3.563936 0.71 -0.29 -0.89
C -2.055622 0.720810 2.514736 -0.16 -0.27 0.31
S -1.609722 1.897310 1.426836 0.77 -0.60 -1.57
N -1.623122 -0.574590 2.574136 -0.43 0.80 0.41
N -0.730522 -1.108590 1.675336 0.62 -0.33 -0.06
H -2.614822 -2.859190 4.855436 -0.05 0.03 0.06
H -0.968222 -2.771290 4.213236 0.04 -0.02 0.00
H -2.310622 -3.233390 3.154436 0.00 -0.07 -0.01
H -3.433222 1.642010 3.832436 0.09 -0.04 -0.07
H -0.821622 -2.113390 1.575536 -0.33 0.11 0.06
H 0.238078 -0.849090 1.910136 -0.26 -0.01 0.22
C 2.995878 0.752310 -2.578764 -0.55 0.04 0.38
S 1.734878 -0.547790 -2.351864 -0.53 0.59 0.96
C 2.809378 -1.817190 -1.656064 -0.28 0.10 0.26
H 3.263178 1.140110 -1.600064 0.06 -0.02 -0.07
H 2.564478 1.531310 -3.195664 -0.06 0.07 -0.11
H 3.862978 0.327210 -3.074464 -0.04 -0.18 -0.09
H 3.523178 -2.119890 -2.417064 -0.03 0.01 -0.14
H 2.167178 -2.654190 -1.406164 0.04 -0.07 0.05
H 3.319278 -1.413890 -0.786364 0.00 -0.01 0.02
Br 2.186478 0.250810 6.770736 0.07 0.02 -0.13
C 3.191878 0.263810 5.151836 -0.10 -0.06 0.22
C 4.570178 0.148010 5.209536 -0.08 0.01 0.11
C 5.291578 0.127110 4.028336 -0.04 0.01 -0.02
C 4.638578 0.239710 2.815636 -0.09 0.02 -0.15
C 3.254878 0.363110 2.769136 -0.04 0.03 -0.03
C 2.521578 0.367010 3.948136 0.03 0.02 -0.02
C 2.579878 0.474010 1.419336 1.00 -0.14 -0.33
O 3.264278 0.489110 0.407236 0.14 0.13 0.05
O 1.304878 0.506410 1.449036 -1.98 0.20 -1.38
H 5.074278 0.080010 6.160336 0.00 -0.04 0.11
H 6.364878 0.017910 4.060236 0.09 0.03 0.00
H 5.183578 0.237210 1.885836 0.05 -0.01 -0.11
H 1.447178 0.462810 3.919136 -0.07 0.04 0.01
C -1.766922 4.677810 -0.993964 -0.02 -0.67 -0.54
Si -1.724322 3.115110 -2.101664 -0.27 0.30 0.17
C -1.545922 3.603610 -3.950664 0.05 -0.21 0.77
C -3.343922 2.135110 -1.904264 0.64 0.29 -0.05
C -0.133322 2.161210 -1.628064 -0.18 -1.44 0.76
H -2.512922 5.388210 -1.335764 -0.18 0.12 -0.07
H -0.806022 5.180710 -0.978864 0.23 0.10 -0.06
H -2.007322 4.399010 0.026536 -0.08 -0.05 0.22
H -2.380322 4.207610 -4.297864 -0.19 0.07 0.09
H -1.515722 2.708910 -4.566064 0.01 -0.21 -0.10
H -0.638622 4.168210 -4.145364 0.20 0.08 0.04
H -4.054422 2.393210 -2.682064 -0.12 0.12 -0.18
H -3.810222 2.322110 -0.943464 -0.04 0.04 0.23
H -3.136222 1.075110 -1.979364 -0.07 -0.18 -0.03
H 0.571078 2.852310 -1.166764 0.18 -0.05 -0.05
H 0.262878 1.782910 -2.567464 0.29 0.11 -0.15
F -2.776822 -3.264490 0.495136 0.33 -0.11 -0.23
C -3.015422 -2.282390 -0.389364 -0.32 0.02 0.17
F -4.113022 -2.587390 -1.059364 0.13 0.01 -0.20
F -3.279422 -1.186190 0.342736 0.30 0.06 -0.40
S -1.528422 -2.016590 -1.534464 -1.11 -2.11 1.28
O -0.377722 -2.215790 -0.691664 0.18 -0.67 -0.05
O -1.719022 -0.653090 -1.958164 0.89 2.12 0.12
N -1.840122 -3.102690 -2.585464 -0.22 0.32 0.18
S -0.678422 -3.754490 -3.450164 0.70 0.14 -1.05
O -1.044322 -5.039190 -3.928864 -0.42 -0.13 0.00
O 0.615478 -3.561390 -2.874064 0.21 -0.03 0.02
C -0.660922 -2.613890 -4.936564 0.12 0.25 0.01
F -0.476422 -1.362390 -4.500164 -0.09 0.03 0.07
F -1.789922 -2.640290 -5.634764 -0.11 -0.25 0.13
F 0.349578 -2.901490 -5.756564 -0.05 -0.31 0.18
```
Positions in Å, forces in eV/Å.

Properties
HOMO-LUMO gap (alpha / beta)   7.525 / 7.490 eV
Maximum force   2.85 eV Å⁻¹
Energy above the lowest of the compared OMol25 structures with the same formula, charge and spin   94.22 kcal per mole
Multiplicity   1
E_HOMO (alpha / beta)   -9.12 / -9.09 eV



Record 4
The following is a quantum chemistry calculation of a structure of composition C18H27CeN3S2 at a distorted geometry, from the OMol25 dataset.

Structure (XYZ):
```
51
Properties=species:S:1:pos:R:3:forces:R:3
Ce 0.080041 0.413933 -0.172765 0.30 0.13 -0.25
S -1.021695 2.933896 -0.937471 -0.75 0.28 -0.63
S -0.785511 -2.233091 -0.680117 -0.58 -0.28 -0.57
C -2.850303 2.840814 -0.973398 -0.04 0.11 0.42
C -0.717929 2.747042 -2.738464 0.04 -0.04 0.09
C -1.214364 1.436159 -3.320863 0.06 -0.12 -0.28
N -0.538544 0.253434 -2.701386 0.05 -0.05 -0.25
C -1.100756 -1.028507 -3.234044 0.04 0.17 -0.16
C -0.543665 -2.240247 -2.507717 -0.02 -0.01 0.17
H 0.361787 2.864770 -2.880075 -0.13 0.15 -0.08
H -1.237502 3.584923 -3.215619 0.27 -0.07 0.00
H -1.025799 1.439263 -4.406905 -0.12 0.05 0.27
H -2.294180 1.326348 -3.186196 0.20 -0.04 -0.03
H -0.843330 -1.113129 -4.303279 -0.24 -0.07 0.28
H -2.193715 -0.987338 -3.155503 0.24 0.04 -0.01
H 0.537054 -2.342254 -2.673252 -0.21 -0.13 0.05
H -1.043848 -3.146122 -2.862630 0.25 0.05 -0.06
C -2.614750 -2.327515 -0.576272 0.04 0.01 0.14
H 0.421741 0.289330 -3.060284 -0.03 -0.03 -0.08
H -3.117417 -1.507729 -1.104254 0.21 -0.24 0.07
H -2.864789 -2.276736 0.487775 0.03 -0.11 -0.19
H -2.926522 -3.300296 -0.977903 0.09 0.30 0.11
H -3.163174 2.799751 0.073806 -0.10 0.15 -0.21
H -3.243231 1.969811 -1.507887 0.24 0.16 0.16
H -3.230025 3.758702 -1.435313 0.12 -0.18 0.15
C 4.774432 0.491266 -2.013800 -0.10 -0.02 0.44
C 5.106256 0.632359 -0.720963 -0.21 -0.04 -0.40
H 4.479344 1.351515 -2.626128 0.18 -0.31 0.25
H 4.828001 -0.481099 -2.518150 0.07 0.41 0.19
H 5.089073 1.607362 -0.222807 0.07 -0.33 -0.22
H 5.459042 -0.216900 -0.122505 -0.08 0.34 -0.31
C -3.045895 0.270274 3.246414 -0.06 0.11 -0.51
C -2.300330 0.003604 4.399220 0.10 0.02 -0.19
C -0.925167 -0.202626 4.301869 0.42 0.05 -0.72
C -0.302938 -0.130056 3.044247 -1.60 0.33 0.02
N -1.043363 0.195393 1.925434 -0.13 -0.40 0.87
C -2.389156 0.369708 2.019266 0.70 -0.12 0.92
C 1.106347 -0.476597 2.823410 1.67 -0.44 -0.29
C 1.966728 -0.899472 3.854027 -0.84 0.37 -0.55
C 3.256119 -1.318994 3.542778 0.07 0.06 -0.38
C 3.665157 -1.352687 2.205443 -0.07 0.10 -0.34
C 2.788950 -0.922293 1.209200 -0.58 0.30 1.00
N 1.550301 -0.447661 1.520201 0.37 -0.61 0.89
H -4.127073 0.406811 3.279832 0.32 -0.04 0.10
H -2.785676 -0.059908 5.372018 0.05 0.02 -0.24
H -0.315065 -0.436887 5.172695 -0.42 0.09 -0.13
H -2.913936 0.589531 1.083348 0.04 -0.04 0.36
H 1.596205 -0.893153 4.878413 0.36 -0.09 -0.27
H 3.935613 -1.624617 4.335987 -0.13 0.02 -0.18
H 4.658865 -1.688640 1.912706 -0.24 0.00 0.21
H 3.058580 -0.921460 0.147881 0.08 0.02 0.39
```
Positions in Å, forces in eV/Å.

Properties
HOMO-LUMO gap (alpha / beta)   7.414 / 7.484 eV
Maximum force   1.75 eV Å⁻¹
Multiplicity   2
Net charge   +3
E_HOMO (alpha / beta)   -17.57 / -17.57 eV



What are the E_tot values for these records? In order: -1696.072508; -11568.269666; -6587.032528; -2136.932954 Eh.